Computed, not measured: C32H22ClN5O3Rb as an isolated structure in a non-equilibrium geometry, with wB97M-V/def2-TZVPD.

Output
Electronic energy ... -2216.475352 hartree
HOMO energy ... -0.15424 hartree
Energy relative to the best compared isomer or geometry (same formula, charge and spin) ... 0.0 kJ/mol
Total charge ... -1

Geometry as XYZ:
```
64
Properties=species:S:1:pos:R:3:forces:R:3:mulliken_charge:R:1
N -2.84091 3.20292 -1.01854 0.309 0.338 0.010 -0.054
H -6.60770 2.39943 -0.99902 0.012 -0.008 -0.002 0.340
C 4.10048 -4.24070 1.34096 0.329 -0.028 0.007 -0.262
H -0.85993 -2.37202 -0.84938 0.020 -0.001 -0.011 0.447
H 3.60931 -6.27656 1.01220 -0.020 0.002 0.025 0.388
C 1.08117 4.22416 -1.06232 0.002 -0.016 -0.013 -0.003
H 4.42854 -2.21150 1.97519 0.013 0.044 -0.025 0.373
C 2.86753 0.07016 -1.07704 -0.036 -0.125 0.030 0.218
C -1.69780 7.31934 -1.04724 0.079 -0.072 0.002 -0.843
C -4.07590 2.85531 -1.02048 -0.196 -0.195 -0.003 0.310
C 2.98449 -2.43502 -0.73913 0.016 -0.198 -0.061 0.995
C 3.40560 -5.39791 1.61431 -0.180 -0.284 0.225 -0.361
O 1.33141 -4.30151 4.44838 -0.172 -0.048 0.019 -0.455
H -0.23772 -5.17683 5.36126 -0.006 0.047 0.040 0.241
N 5.15480 -4.31935 0.35226 -0.240 0.503 0.239 -0.649
H 2.77800 -2.31141 3.81349 0.015 -0.022 -0.028 0.418
H 1.02113 -6.31970 4.85089 0.013 -0.008 0.011 0.322
C 0.89966 -3.65206 -0.77863 -0.037 0.051 0.064 -0.896
N 5.33974 -3.39838 -0.47942 -0.419 -0.059 -0.072 -0.480
H 6.07990 -1.12764 -1.12361 -0.037 0.033 0.006 0.368
H -0.07446 -5.60415 3.64442 -0.009 0.019 -0.012 0.354
C 4.99675 -1.13604 -1.04137 0.091 0.187 -0.028 -0.131
H -4.48225 5.42486 -1.00603 0.017 0.044 0.001 0.229
Rb -0.40769 1.17464 -0.95402 0.425 0.665 0.101 0.851
O -2.61031 0.27430 -1.02362 -1.798 -0.682 -0.037 -0.532
H 0.98631 7.60598 -1.07620 -0.009 -0.015 0.001 0.384
C 4.28035 0.03964 -1.18918 0.009 -0.129 0.006 -0.902
H 0.34136 -4.57974 -0.77390 -0.001 0.007 0.014 0.395
C -4.63942 1.52102 -1.01125 0.000 0.237 0.001 0.435
H -1.37817 8.35542 -1.05529 -0.006 -0.033 0.000 0.359
N 0.86148 -1.27508 -0.93349 0.479 -0.415 0.100 -0.334
C -6.01161 -0.92652 -0.98359 -0.066 0.043 0.003 -0.481
H 4.78311 0.97728 -1.39423 0.005 -0.036 0.011 0.379
C 2.22514 -4.33725 3.41569 0.057 -0.077 -0.016 0.966
C 0.22588 -2.42042 -0.84113 0.142 0.016 -0.107 -0.231
C 2.95741 -3.17337 3.18246 -0.012 0.000 -0.032 -0.738
C -3.01698 6.98087 -1.03077 -0.074 -0.134 -0.001 -0.926
C 1.56547 5.55439 -1.07268 0.091 -0.130 -0.004 -0.785
H -4.08319 -1.84573 -0.99571 -0.046 0.032 -0.004 0.393
C -2.52056 4.58804 -1.02717 0.076 -0.353 -0.007 0.423
Cl -8.48556 0.26025 -0.96626 0.139 -0.011 -0.003 -0.283
N -0.19386 3.92877 -1.04822 -0.093 0.602 -0.010 -0.144
C -0.72548 6.28992 -1.05298 0.054 0.098 -0.002 1.441
H -3.77623 7.75367 -1.02513 -0.007 -0.016 0.000 0.370
C -3.42038 5.62735 -1.02041 -0.095 0.232 0.006 -0.669
O 2.18466 1.12362 -1.15041 0.650 -0.163 -0.045 -0.611
C -4.64569 -0.91848 -0.99747 -0.014 0.082 0.003 -0.610
C 2.21903 -1.25894 -0.90246 -0.057 0.233 0.000 -0.213
H 1.77681 3.38004 -1.07034 -0.120 0.133 0.002 0.516
H -6.55904 -1.86185 -0.97109 0.016 0.007 -0.002 0.385
C 2.26576 -3.65342 -0.72680 0.011 -0.044 -0.116 -0.472
H 1.91462 -6.37785 2.80228 0.011 -0.018 -0.021 0.362
C -6.72688 0.28650 -0.98469 -0.023 -0.243 0.002 0.123
C 0.66384 6.57001 -1.06813 -0.100 0.138 0.001 -0.604
H 2.63253 5.73935 -1.08482 -0.046 -0.009 0.001 0.406
C 2.45200 -5.45681 2.63216 0.160 -0.002 -0.183 -0.408
C 4.41469 -2.35311 -0.72359 0.168 -0.174 0.153 0.121
C -1.12026 4.93482 -1.04298 0.136 -0.332 -0.001 -0.234
H 2.80519 -4.59146 -0.69505 -0.092 0.121 -0.122 0.674
C 0.46998 -5.41665 4.57358 0.079 0.074 0.009 -0.857
H -4.86187 3.62073 -1.02937 -0.036 -0.045 -0.006 -0.067
C -3.87163 0.30022 -1.01212 0.216 -0.018 -0.001 -0.099
C -6.05012 1.46840 -0.99902 0.081 0.171 -0.004 -0.669
C 3.87744 -3.12395 2.15625 0.120 -0.018 -0.117 0.016
```
Forces are in eV/Å.

Computed, not measured: C32H22N7O3Ru as an isolated structure in a non-equilibrium geometry, with wB97M-V/def2-TZVPD.

Output
2S+1 ... 2
Electronic energy ... -1936.588448 hartree
HOMO energy (alpha / beta) ... -0.27385 / -0.27270 hartree

Geometry as XYZ:
```
65
Properties=species:S:1:pos:R:3:forces:R:3:mulliken_charge:R:1
H 0.04774 1.81924 -5.55774 -0.039 0.024 0.002 0.395
C -2.85447 1.26802 -0.69852 -0.045 0.029 -0.258 -0.306
H 2.74183 2.34038 4.39898 0.030 0.006 -0.030 0.454
H -2.78442 -2.05700 -4.43165 -0.012 -0.004 -0.071 0.458
C 0.76774 -2.43711 2.90724 -0.215 0.403 0.877 0.522
N -1.57381 0.14225 2.46491 0.753 -0.489 0.855 -0.447
C -0.80974 -0.88155 2.32924 -0.966 0.826 -0.412 -0.188
N 1.16721 -3.21244 0.65465 0.317 0.034 1.243 -0.469
C -3.58163 2.37346 -0.33864 -0.045 0.055 0.319 -0.934
C 1.68742 -3.09859 3.70529 -0.061 -0.111 -0.351 -0.404
H 2.78390 -4.86025 -3.17743 -0.023 -0.032 0.037 0.400
C 1.22098 -3.13060 -0.69318 -0.156 0.240 -1.260 0.232
N -2.12027 0.53403 0.15812 -0.222 0.250 0.733 0.369
C -1.14871 0.23522 -6.34022 -0.028 -0.022 -0.111 -0.720
C 1.82816 4.07579 3.51223 -0.027 0.017 -0.026 -0.359
C 1.00870 1.55283 0.18598 -0.198 0.002 -1.005 1.081
C 1.69426 -3.01343 -3.40881 0.112 -0.159 0.149 -1.011
C -0.78746 0.64421 -3.97346 -0.232 -0.471 -0.235 1.059
Ru -0.71730 -0.78527 -0.63992 0.630 2.373 -2.113 0.360
C 2.01089 1.93253 2.43564 -0.076 0.289 -0.176 0.297
C -2.17342 -1.20633 -4.70685 -0.004 -0.069 0.420 -0.525
C -1.57810 -0.48798 -3.64374 0.300 0.443 -0.669 0.396
H 0.86948 5.63500 2.38302 -0.009 -0.010 -0.024 0.405
C -2.87826 2.00210 1.89786 0.277 -0.386 0.165 -0.501
N -0.09553 1.17499 -1.71140 -0.061 -2.364 0.226 1.216
H -0.74618 -0.42652 5.19919 0.030 0.021 -0.001 0.540
N -0.45528 -1.53570 1.16283 0.066 -0.045 -0.256 -0.190
C -0.08833 -1.47238 3.44589 0.639 -0.697 0.234 0.674
N 0.67670 -2.11723 -1.42473 0.243 -0.697 0.370 0.548
H 2.41980 -3.28070 5.70547 -0.013 -0.027 -0.015 0.409
N 0.38642 2.08199 -0.85139 0.043 1.170 0.685 -1.117
H 0.87455 -1.63711 6.65684 -0.013 0.003 0.001 0.421
H -4.14106 2.92022 -1.08308 0.026 -0.027 -0.045 0.466
H 0.42263 4.16193 0.43609 -0.015 -0.037 -0.022 0.458
O -1.78454 -0.86734 -2.42041 -0.168 -0.714 1.558 -0.683
C 1.33146 2.44283 1.31429 0.197 0.007 0.179 0.358
C 1.17861 4.59821 2.39446 0.016 0.074 0.046 -0.807
C -2.16858 0.85685 1.47879 -0.653 0.452 -1.085 0.294
O 1.31032 0.31131 0.21325 -0.099 -0.314 0.525 -0.793
H -2.83688 0.94140 -1.72685 0.079 -0.048 0.025 0.495
C 1.70516 -2.79401 5.05448 -0.019 0.081 0.191 -0.587
C -1.96153 -0.85619 -6.01826 0.079 0.128 -0.060 -0.526
H -2.83524 2.23202 2.95235 -0.038 0.014 -0.004 0.494
H -4.09795 3.65657 1.31750 0.006 -0.015 0.035 0.425
H -0.96322 0.49859 -7.37277 -0.024 0.001 0.012 0.403
C -0.58647 0.97068 -5.32424 0.061 0.081 0.139 -0.866
C 0.96287 -2.06745 -2.73715 0.004 0.174 -0.190 -0.435
C -3.56656 2.76917 0.99926 -0.085 0.043 -0.286 -0.443
C 1.96728 -4.14247 -1.33882 -0.112 0.171 0.367 -0.513
C 0.53488 -2.44869 1.47125 0.004 -0.483 -1.192 -0.118
H 1.87366 -2.90425 -4.46811 -0.011 0.048 0.001 0.493
H 2.01895 4.71066 4.36872 -0.005 -0.016 0.010 0.390
C 2.19730 -4.09529 -2.68548 -0.042 0.114 -0.231 -0.397
H 2.37153 -4.92188 -0.70985 -0.014 -0.009 -0.001 0.505
C 2.23867 2.75992 3.53713 0.015 -0.094 0.046 -0.640
O 2.46905 0.67402 2.47679 0.126 -0.204 0.167 -0.743
H 0.59563 -1.20773 -3.27387 -0.061 -0.012 0.045 0.483
H 0.27668 2.39944 -3.27817 -0.067 0.097 0.119 0.389
H 2.22857 0.26239 1.61285 -0.144 -0.076 0.019 0.320
C -0.17173 1.46087 -2.96177 0.071 -0.030 0.388 -0.956
C 0.93367 3.78271 1.30987 -0.024 -0.043 0.067 -0.530
H -2.41991 -1.43398 -6.81140 -0.011 -0.022 0.031 0.401
H 2.37071 -3.81718 3.27263 -0.001 -0.004 0.016 0.527
C 0.82856 -1.85081 5.59712 0.134 -0.123 0.003 -0.599
C -0.07541 -1.17439 4.79769 -0.218 0.185 -0.175 -0.332
```
Forces are in eV/Å.

Computed, not measured: C32H23BrF3IN3O2RuS as an isolated structure in a non-equilibrium geometry, with wB97M-V/def2-TZVPD.

Output
2S+1 ... 2
Electronic energy ... -5212.311341 hartree
HOMO energy (alpha / beta) ... -0.27705 / -0.27576 hartree
Energy relative to the best compared isomer or geometry (same formula, charge and spin) ... 90.4 kJ/mol

Geometry as XYZ:
```
67
Properties=species:S:1:pos:R:3:forces:R:3:mulliken_charge:R:1
F 1.91086 -4.32767 1.41965 -0.001 0.020 0.062 -0.226
C -4.36522 -0.66636 1.53666 0.021 -0.087 0.157 -0.861
H 1.89126 -0.45820 1.37429 -0.076 -0.011 0.021 0.183
C -0.69017 3.55772 -3.93610 0.014 -0.018 -0.073 -0.649
H -0.86810 4.52423 -3.48458 -0.002 -0.005 0.008 0.391
H -0.18885 2.13072 -6.96663 -0.001 0.000 0.004 0.369
H 2.95243 0.94856 -0.44473 -0.007 0.006 -0.006 0.336
C 3.01634 -1.09992 -2.08714 -0.105 -0.201 -0.002 -0.713
H -0.08476 -0.26771 -6.80679 -0.004 -0.003 0.002 0.368
I -1.08940 2.57710 -1.14891 0.079 -0.139 0.065 0.109
C -5.81690 -0.50263 5.54456 -0.004 0.007 0.042 -0.432
H -0.48857 4.34959 -5.93694 -0.002 -0.001 0.005 0.390
H 4.60774 -3.87771 -1.05567 -0.003 -0.002 -0.001 0.495
C 4.05794 -1.99464 -1.93645 0.033 -0.069 0.021 -0.966
C -6.12768 -0.19161 3.18462 -0.036 0.058 0.090 -0.542
H -5.14608 -0.86843 0.81195 0.025 -0.066 -0.017 0.380
H 5.02594 -1.79517 -2.37231 -0.001 -0.016 -0.003 0.432
C -0.29447 -1.25821 -3.56284 -0.017 -0.022 0.025 0.102
Br -2.87034 -0.75857 -0.81235 -0.051 0.059 -0.075 -0.176
N 1.81778 -1.31162 -1.55378 0.490 0.018 -0.098 0.461
H 5.59467 2.69508 1.00327 -0.005 0.000 -0.002 0.443
C -4.03476 -1.02958 4.01708 -0.058 -0.066 0.049 -0.386
H -7.63188 0.21750 4.65078 0.002 0.003 0.011 0.379
H -2.14153 0.30092 2.85688 0.009 -0.038 0.023 0.649
O 1.26327 0.84804 -0.07140 0.076 0.031 0.046 -0.634
C -6.62001 -0.12402 4.47807 0.045 -0.010 -0.060 -0.533
C 3.82147 -3.14927 -1.19926 0.098 0.057 -0.033 -0.292
H 1.47710 2.04449 3.63666 0.001 -0.001 0.007 0.348
S -0.05474 -2.38165 -0.21114 0.376 -0.316 -0.018 -0.575
C -0.48731 3.45424 -5.32952 -0.010 0.028 0.043 -0.587
C 3.39601 2.96951 3.57497 -0.007 -0.011 -0.030 -0.930
Ru -0.35941 -0.11348 -0.80935 -0.477 0.972 0.238 0.122
C -4.52972 -0.96546 5.31053 -0.007 0.003 -0.029 -0.557
H -0.13322 -2.32348 -5.43454 -0.002 -0.002 0.014 0.425
C -1.96275 -0.00224 1.82944 -0.286 -0.238 -0.233 -0.727
C 1.49922 0.57067 1.25703 0.096 -0.069 0.063 0.684
C 2.58007 -3.36749 -0.63350 -0.136 0.002 -0.008 -0.184
C 3.68566 1.75735 1.08935 -0.020 -0.045 -0.081 0.081
C 4.55969 3.14827 2.84197 0.021 0.000 -0.004 -0.345
C 1.58024 -2.40262 -0.82995 -0.161 0.114 0.010 0.514
C -0.31728 2.22757 -5.89506 0.003 -0.036 0.001 -0.904
H -0.25984 -2.17845 -2.99124 -0.013 -0.010 -0.022 0.382
C -3.12637 -0.48416 1.06956 0.258 0.244 0.321 0.339
N 0.21961 0.67598 1.99506 -0.037 0.081 -0.016 -0.372
C 4.70426 2.55046 1.60084 -0.014 0.022 0.034 -0.595
H -6.19996 -0.45477 6.55546 0.002 -0.006 -0.004 0.379
C 2.51748 1.53616 1.83164 0.067 0.011 0.012 0.330
H -6.75720 0.09823 2.35193 0.010 0.002 -0.004 0.375
H -3.91276 -1.29610 6.13575 -0.007 0.002 0.004 0.382
H 0.24025 0.39046 2.96614 0.022 0.002 0.033 0.433
H 3.12703 -0.18548 -2.66059 0.023 0.008 0.020 0.518
C -0.31005 1.04536 -5.11096 0.010 -0.005 -0.062 0.929
C 2.38618 2.16681 3.06138 -0.029 -0.020 0.023 -0.442
F 1.33026 -5.35230 -0.38977 -0.042 -0.027 -0.017 -0.228
O 3.85149 1.20295 -0.13621 0.030 0.004 0.031 -0.668
C -0.44636 1.12227 -3.69591 -0.009 0.016 0.061 0.324
C -0.20709 -1.34872 -4.96751 0.009 -0.019 0.026 -1.042
C -4.82241 -0.61913 2.94103 0.133 0.044 -0.264 0.536
H -3.05509 -1.45512 3.84547 0.016 0.015 -0.031 0.614
C -0.37268 -0.06032 -2.88574 -0.115 -0.256 -0.186 0.238
H 5.35752 3.76773 3.23181 -0.005 0.000 0.001 0.375
N -0.80761 0.13745 1.29955 -0.266 -0.093 -0.101 0.261
F 3.38911 -5.39255 0.26315 0.050 -0.035 -0.012 -0.315
C 2.30204 -4.60639 0.16448 0.001 0.041 -0.011 0.693
H 3.27122 3.45092 4.53551 0.000 -0.005 0.000 0.395
C -0.18409 -0.21959 -5.72903 -0.002 0.035 0.008 -0.878
C -0.66954 2.42452 -3.18061 -0.005 0.043 -0.078 0.591
```
Forces are in eV/Å.

Calculated molecular weight in order - 645.48, 653.64, 878.49 g mol⁻¹